{"formula": "C17H30BrCaN9O5S", "method": "ωB97M-V/def2-TZVPD", "species": ["Ca", "C", "C", "C", "C", "C", "Br", "N", "C", "H", "H", "H", "H", "H", "H", "C", "N", "C", "C", "N", "N", "C", "N", "N", "H", "H", "H", "H", "H", "H", "H", "H", "H", "H", "H", "O", "S", "O", "O", "O", "C", "C", "N", "C", "N", "C", "C", "C", "N", "C", "H", "H", "H", "H", "H", "H", "H", "H", "H", "H", "H", "H", "H", "O"], "xyz": [[0.727, 0.759, 0.178], [-1.434, 4.542, 4.263], [-0.268, 4.327, 3.339], [0.920, 5.039, 3.458], [1.986, 4.768, 2.617], [1.804, 3.774, 1.668], [3.205, 3.246, 0.522], [0.683, 3.104, 1.523], [-0.327, 3.363, 2.343], [-1.221, 5.333, 4.984], [-1.656, 3.628, 4.816], [-2.334, 4.819, 3.711], [1.019, 5.797, 4.229], [2.933, 5.280, 2.703], [-1.202, 2.739, 2.201], [-4.628, -1.025, 1.802], [-3.562, -1.510, 0.935], [-2.899, -2.679, 1.503], [-2.656, -0.506, 0.502], [-1.421, -0.474, 0.721], [-3.319, 0.461, -0.285], [-2.663, 1.552, -0.889], [-3.426, 2.019, -1.995], [-1.551, 1.988, -0.505], [-5.351, -1.828, 1.964], [-5.142, -0.184, 1.342], [-4.243, -0.703, 2.780], [-3.649, -3.458, 1.652], [-2.405, -2.468, 2.460], [-2.144, -3.046, 0.809], [-1.088, -1.195, 1.365], [-4.015, 0.042, -0.883], [-4.357, 2.298, -1.711], [-2.950, 2.792, -2.439], [-1.132, 2.722, -1.076], [0.421, -1.752, 3.121], [1.268, -0.566, 2.859], [2.208, -0.297, 3.951], [1.990, -0.755, 1.547], [0.353, 0.603, 2.629], [2.657, -1.936, -5.099], [3.093, -0.712, -4.297], [2.214, -0.467, -3.195], [1.882, -1.505, -2.446], [1.178, -1.373, -1.336], [0.785, -2.588, -0.670], [1.965, -3.540, -0.539], [2.377, -3.940, -1.943], [2.292, -2.820, -2.849], [2.778, -3.124, -4.167], [3.265, -2.105, -5.997], [1.616, -1.792, -5.405], [3.110, 0.177, -4.937], [4.148, -0.880, -3.986], [1.320, 1.507, -2.368], [-0.041, -3.113, -1.198], [0.435, -2.346, 0.336], [1.722, -4.426, 0.056], [2.760, -2.991, -0.030], [1.717, -4.750, -2.305], [3.401, -4.353, -1.962], [2.234, -4.001, -4.563], [3.840, -3.429, -4.113], [0.779, 1.955, -1.705]], "charge": -2, "e_homo_ev": -0.50, "gap_ev": 4.8697, "de_lowest_ev": 0.972, "lumo_energy_ev": 4.37, "total_energy_ha": -5184.79219}